{"formula": "C4H6N2S2", "method": "the ωB97M-V functional and the def2-TZVPD basis", "symbols": ["S", "C", "N", "C", "C", "S", "C", "N", "H", "H", "H", "H", "H", "H"], "positions_angstrom": [[3.2055, -0.9974, -0.2355], [1.5787, -0.6710, -0.5321], [0.7636, 0.1703, -1.2561], [-0.4861, 0.2043, -0.6593], [-0.6070, 0.5093, 0.8579], [-1.9672, 1.5797, 1.5865], [-0.7971, -0.8570, 0.1199], [0.5241, -1.4924, 0.0783], [1.1980, 1.0689, -1.4733], [-1.0631, 0.9669, -1.3570], [0.4219, 0.4902, 1.4129], [-1.9712, 2.3927, 0.1306], [-1.8386, -1.5600, 0.3965], [1.0386, -1.8044, 0.9309]], "atomic_forces_ev_per_a": [[-1.87, 0.95, -0.73], [-2.36, -2.28, 0.71], [4.03, 0.71, -0.43], [-2.45, 8.49, -3.96], [1.22, -0.37, 1.15], [1.61, 0.54, -4.97], [-2.06, -5.09, 4.71], [3.08, -1.10, 1.46], [-0.37, -0.38, -0.27], [-0.02, -2.16, 1.68], [-2.20, 0.44, -0.91], [-0.37, -1.51, 3.61], [3.34, 2.12, -1.53], [-1.58, -0.36, -0.52]], "largest_force_ev_per_a": 9.685, "e_tot_ha": -1061.7507, "mol_weight_g_mol": 146.24, "smiles": "S=C1N[C@@H]2[C@@H](S)[C@@H]2N1", "e_lumo_ev": -0.17}



{"formula": "C4H6N2S2", "method": "the ωB97M-V functional and the def2-TZVPD basis", "symbols": ["C", "C", "C", "C", "H", "H", "H", "H", "H", "H", "N", "N", "S", "S"], "positions_angstrom": [[-0.9850, -0.3739, -0.1037], [0.3726, -0.4647, -0.2639], [1.2038, 0.6560, -0.1794], [2.7340, 0.6997, -0.0668], [-2.6013, 0.7061, 0.5359], [-1.1864, 1.6341, 0.1214], [-1.4226, -2.4324, 0.6395], [-2.8254, -1.5266, -0.2002], [0.9290, -1.4532, -0.0701], [3.3125, 1.7316, -0.2452], [-1.6727, 0.7893, -0.4816], [-1.9244, -1.4620, 0.2127], [0.6607, 2.3287, 0.1251], [3.4054, -0.8326, -0.0238]], "atomic_forces_ev_per_a": [[-3.83, -1.25, -1.36], [1.97, -2.17, 1.46], [0.08, 4.75, 1.23], [0.09, -2.02, -1.54], [2.66, 0.32, -4.15], [-0.20, -1.60, -2.23], [-2.15, 3.68, -2.02], [-0.38, 0.16, -0.41], [-1.17, 1.47, -0.66], [-1.56, -2.50, 0.76], [-2.82, 0.46, 7.09], [5.97, -1.72, 2.09], [1.04, -1.87, -0.51], [0.31, 2.30, 0.26]], "largest_force_ev_per_a": 7.643, "e_tot_ha": -1061.7317, "mol_weight_g_mol": 146.24, "e_lumo_ev": -1.69}



{"formula": "C4H6N3", "method": "the ωB97M-V functional and the def2-TZVPD basis", "symbols": ["C", "C", "C", "C", "N", "N", "N", "H", "H", "H", "H", "H", "H"], "positions_angstrom": [[-2.2916, 0.4145, 0.0277], [-0.3591, -1.0628, 0.0525], [0.4613, -2.0819, -0.1088], [1.1337, 0.9246, -0.0650], [-2.2548, -0.8266, 0.1446], [-1.1402, 1.1311, -0.0263], [-0.0343, 0.3307, -0.1012], [-3.2640, 1.0911, -0.0655], [1.4539, -1.9728, -0.3237], [0.0833, -3.0473, 0.0656], [1.2696, 1.9354, 0.1280], [2.1280, 0.4261, -0.3107], [-0.9206, 1.9200, -0.6013]], "atomic_forces_ev_per_a": [[-2.78, 1.65, -0.60], [-3.76, 1.18, -0.79], [-2.89, 0.86, 0.89], [0.88, -3.19, -1.03], [3.68, -2.00, 0.14], [2.00, 0.92, -0.02], [2.43, 0.55, 0.97], [1.95, -1.85, 0.33], [2.49, 0.37, -0.52], [-0.42, -1.14, 0.02], [-0.58, 1.91, 0.18], [-1.85, -0.05, 0.62], [-1.14, 0.81, -0.18]], "largest_force_ev_per_a": 4.189, "charge": 1, "e_tot_ha": -319.8479, "mol_weight_g_mol": 96.11, "e_lumo_ev": -6.02}



{"formula": "C4H6N3", "method": "the ωB97M-V functional and the def2-TZVPD basis", "symbols": ["H", "N", "C", "N", "C", "C", "N", "C", "H", "H", "H", "H", "H"], "positions_angstrom": [[-1.2560, 0.2003, -1.6553], [-1.9695, -0.0400, -0.8965], [-1.7968, -0.2064, 0.3647], [-0.5192, -0.4652, 0.9769], [0.6141, -0.3849, 0.1428], [0.9455, -1.2054, -0.8845], [1.2163, 0.8245, 0.3304], [1.6423, 1.8784, 0.5312], [-2.5243, -0.3459, 1.1959], [-0.5473, -0.0356, 1.8785], [1.5646, -0.8242, -1.7721], [0.6549, -2.2047, -0.8637], [1.9755, 2.8092, 0.6516]], "atomic_forces_ev_per_a": [[-0.85, -0.96, 2.08], [-0.66, 0.77, 1.45], [1.19, -0.68, -2.86], [-0.05, -0.55, -0.79], [-1.21, -1.41, 0.04], [1.51, 2.95, -0.18], [1.82, 3.83, -0.36], [-2.09, -5.60, -0.97], [-0.28, 0.37, -1.31], [0.91, -0.10, 0.75], [-0.63, -0.73, 1.78], [-1.03, -1.37, -0.24], [1.36, 3.48, 0.60]], "largest_force_ev_per_a": 6.057, "charge": 1, "e_tot_ha": -319.8827, "mol_weight_g_mol": 96.11, "smiles": "[H]/N=C\\NC(=C)[N+]#C", "e_lumo_ev": -5.75}



{"formula": "C4H6N3", "method": "the ωB97M-V functional and the def2-TZVPD basis", "symbols": ["C", "C", "C", "C", "N", "N", "N", "H", "H", "H", "H", "H", "H"], "positions_angstrom": [[1.1609, 1.2187, 0.1740], [-0.7597, -0.6820, 0.6740], [0.1719, -1.6679, -0.2018], [-1.0111, 0.3319, -0.2792], [1.9869, 0.3233, 0.3055], [1.3265, -1.4014, -0.5040], [-0.0877, 1.2005, -0.5245], [1.4466, 2.2875, 0.4775], [-1.6866, -1.1059, 0.9495], [-0.2589, -0.2493, 1.6860], [-0.3499, -2.5732, -0.3898], [-1.8123, 0.5466, -0.9863], [-0.1265, 1.7712, -1.3808]], "atomic_forces_ev_per_a": [[0.22, 3.74, -0.33], [1.15, -0.04, 2.34], [-1.87, 1.63, 2.71], [0.52, 2.49, -1.87], [-0.41, -4.16, -0.74], [2.51, 2.28, 0.23], [0.41, -0.05, -0.35], [-0.24, -1.46, -0.17], [-0.81, -1.02, 0.34], [-0.71, -1.21, -2.58], [0.04, -1.06, -0.71], [-0.63, -1.19, 0.45], [-0.20, 0.04, 0.67]], "largest_force_ev_per_a": 4.244, "charge": 1, "e_tot_ha": -319.8442, "mol_weight_g_mol": 96.11, "e_lumo_ev": [-5.92, -6.02]}



{"formula": "C4H6N3", "method": "the ωB97M-V functional and the def2-TZVPD basis", "symbols": ["C", "C", "C", "C", "N", "N", "N", "H", "H", "H", "H", "H", "H"], "positions_angstrom": [[0.3254, -0.7737, -1.4594], [-0.6467, -1.0501, 0.5710], [1.0316, 0.6439, -1.1522], [0.4156, 1.2037, 0.1020], [-0.3339, -1.3722, -0.5944], [-1.4041, -0.9695, 2.7871], [-1.1695, -1.0543, 1.6383], [0.5566, -1.0826, -2.4595], [2.0884, 0.5942, -1.0620], [0.8040, 1.0713, -2.1149], [-0.5234, 1.5878, -0.3069], [1.0283, 1.6417, 0.9025], [-2.1724, -0.4403, 3.1484]], "atomic_forces_ev_per_a": [[3.50, 3.37, -0.28], [-1.32, 0.09, 3.09], [-1.42, -2.65, 0.74], [0.09, 0.98, -2.27], [-0.68, -1.45, -1.18], [0.11, -0.46, 5.58], [1.19, -0.17, -6.01], [-0.57, -1.01, -0.32], [1.08, -0.71, -0.28], [-0.14, 1.31, -0.12], [-0.31, 0.40, 1.66], [-0.65, -0.27, -0.39], [-0.89, 0.55, -0.22]], "largest_force_ev_per_a": 6.131, "charge": 1, "s2": 2.016, "e_tot_ha": -319.7669, "mol_weight_g_mol": 96.11, "e_lumo_ev": [-5.36, -7.07], "multiplicity": 3}



{"formula": "C4H6N3O2", "method": "the ωB97M-V functional and the def2-TZVPD basis", "symbols": ["C", "C", "C", "C", "N", "N", "N", "O", "O", "H", "H", "H", "H", "H", "H"], "positions_angstrom": [[2.1958, 0.2937, 1.1621], [-0.9911, -1.3512, -1.8746], [1.2021, 0.7409, 0.3217], [-1.2642, 0.7083, 0.3062], [1.5442, -0.2655, 2.2163], [0.2755, -0.1722, 2.0318], [0.0244, 0.4604, 0.9464], [0.0697, -0.8392, -2.3207], [-1.3554, -1.8472, -0.7691], [3.2565, 0.4764, 1.1438], [1.4180, 0.9331, -0.7157], [-1.7482, -1.3257, -2.6825], [-1.7776, -0.1409, 0.5143], [-1.7561, 1.6293, 0.6107], [-1.0936, 0.6999, -0.8908]], "atomic_forces_ev_per_a": [[-1.66, 0.47, 0.32], [-0.31, -0.52, -0.26], [1.50, -0.18, -0.31], [1.78, 1.36, -2.70], [1.07, -0.21, 0.72], [-1.24, -0.83, 2.48], [1.69, 1.59, -3.70], [0.14, -0.16, 1.30], [1.05, 0.52, -1.24], [0.02, -0.44, -0.15], [-1.00, 0.58, -0.13], [-0.89, -0.27, -0.14], [-2.18, -2.19, 0.46], [0.24, 0.06, 0.29], [-0.21, 0.22, 3.08]], "largest_force_ev_per_a": 4.370, "charge": -1, "e_tot_ha": -470.7665, "mol_weight_g_mol": 128.11, "e_lumo_ev": 3.96}



{"formula": "C4H6N3S", "method": "the ωB97M-V functional and the def2-TZVPD basis", "symbols": ["C", "C", "C", "C", "N", "N", "N", "S", "H", "H", "H", "H", "H", "H"], "positions_angstrom": [[-0.7444, -0.0444, -0.2908], [2.4621, 1.2795, -0.5732], [-0.9366, 0.8808, -1.2804], [-0.8488, -1.8655, 1.4376], [2.1497, 0.9752, 0.5254], [1.7573, 0.6897, 1.5999], [-0.7860, -0.8484, 0.5240], [2.5684, 1.6060, -2.1541], [-0.2820, 1.7825, -1.2857], [-1.8955, 1.5174, -1.1167], [-0.7225, 0.5024, -2.2161], [-0.8605, -2.8295, 0.9045], [-1.8745, -1.8213, 1.8723], [0.0134, -1.8245, 2.0534]], "atomic_forces_ev_per_a": [[-0.33, -2.11, 2.71], [0.95, 1.28, -5.61], [-1.14, 5.35, 0.07], [-1.83, -2.16, 0.29], [-1.01, -0.78, 3.20], [0.07, -0.16, 0.39], [0.47, 2.18, -2.56], [0.12, -0.35, 2.02], [0.45, -0.83, 0.68], [0.89, -1.87, -0.57], [-0.36, -1.08, -2.22], [0.28, 0.32, -0.03], [1.07, 0.12, 0.50], [0.38, 0.08, 1.12]], "largest_force_ev_per_a": 5.837, "charge": 1, "e_tot_ha": -718.0349, "mol_weight_g_mol": 128.18, "e_lumo_ev": [-5.41, -5.46]}



{"formula": "C4H6N4", "method": "the ωB97M-V functional and the def2-TZVPD basis", "symbols": ["H", "N", "C", "N", "C", "N", "C", "N", "C", "H", "H", "H", "H", "H"], "positions_angstrom": [[3.4183, -0.7644, -0.2724], [3.0903, 0.1853, -0.3975], [1.8640, 0.1560, -0.1280], [0.9108, -0.7956, 0.1647], [-0.3129, -0.4661, 0.0655], [-1.2659, -1.3966, -0.0459], [-2.3945, -0.4665, -0.3423], [-2.2335, 0.7814, -0.2475], [-0.8473, 1.0036, 0.2859], [1.2358, 1.0706, -0.2182], [1.1075, -1.7895, 0.8120], [-3.4111, -0.6502, -0.9067], [-0.3865, 1.9300, -0.3120], [-0.7750, 1.2020, 1.5425]], "atomic_forces_ev_per_a": [[0.78, -0.42, -0.13], [-0.22, -0.87, 0.60], [-1.20, 2.63, -0.46], [5.84, -5.72, 3.76], [-5.80, -0.02, 0.56], [-0.58, 3.79, -0.74], [-1.45, -0.94, -1.45], [1.25, 1.44, 1.63], [-0.54, 0.44, 0.12], [1.45, -0.17, -0.20], [-0.44, 3.58, -3.09], [2.16, -1.02, 1.51], [-0.94, -2.23, 1.54], [-0.30, -0.48, -3.66]], "largest_force_ev_per_a": 8.996, "e_tot_ha": -374.9231, "mol_weight_g_mol": 110.12, "smiles": "[H]/N=C\\NC1=NC=NC1", "e_lumo_ev": 0.18}



{"formula": "C4H6N4", "method": "the ωB97M-V functional and the def2-TZVPD basis", "symbols": ["C", "C", "N", "N", "C", "N", "N", "C", "H", "H", "H", "H", "H", "H"], "positions_angstrom": [[1.0570, -0.1237, 1.1645], [0.1640, -1.2758, 1.1484], [-0.5168, -1.9681, 0.1596], [-0.7775, -1.2421, -1.0306], [-1.0831, 0.0645, -1.4397], [-0.9228, 1.3517, -0.9637], [0.1798, 1.7441, -0.2811], [1.0330, 1.1281, 0.6314], [1.8841, -0.4800, 1.8215], [0.4236, -2.0205, 1.9590], [-1.3666, -1.8570, -1.7161], [-1.9207, -0.0539, -2.2017], [-0.0525, 2.8459, -0.2255], [1.8985, 1.8869, 0.9739]], "atomic_forces_ev_per_a": [[-0.64, -1.20, 0.46], [-0.19, -3.03, -2.59], [1.48, 4.28, 1.05], [-1.83, -1.58, -1.18], [-1.26, 2.17, 1.84], [0.23, -5.00, -2.28], [-1.10, 3.30, 1.29], [1.47, 2.15, 0.15], [-0.44, 1.36, -0.46], [-0.67, 1.00, -0.83], [1.89, 1.09, 2.20], [1.34, 0.79, 0.87], [1.86, -3.44, 0.45], [-2.14, -1.88, -0.97]], "largest_force_ev_per_a": 5.498, "e_tot_ha": -374.8735, "mol_weight_g_mol": 110.12, "smiles": "c1cn[nH]cn[nH]c1", "e_lumo_ev": 0.78}